(1)
The following is a DFT calculation (ωB97M-V/def2-TZVPD) of C90H152F18N22O41S18 as an isolated structure at a distorted geometry.

Structure (XYZ):
```
341
Properties=species:S:1:pos:R:3
H -7.164 -4.526 -3.697
F -4.453 4.400 -6.284
O -5.307 3.743 3.464
O 0.672 4.991 -0.395
C 2.571 4.572 -3.836
C 8.365 3.138 -0.845
H 3.177 3.316 -1.568
H 7.843 2.184 -1.055
C -0.995 5.563 3.152
H 0.085 -6.375 -1.435
H -4.081 9.189 4.908
H -6.147 -4.889 9.862
C 8.202 5.529 -0.695
O -1.928 4.617 6.472
F 1.208 -4.287 -8.305
H -6.320 9.129 5.978
N -7.720 -2.769 -2.185
H -5.182 -2.537 6.986
C 5.673 3.852 8.517
F -4.140 -5.561 -4.100
C 1.294 1.382 10.385
C -8.587 -4.035 -2.214
F 3.182 8.601 -0.734
C -1.110 -5.453 0.963
H 4.902 -0.178 9.404
H -1.698 7.889 6.080
H 1.433 4.642 3.704
C -3.873 6.963 5.066
H -0.912 1.381 -5.797
H 1.299 -5.137 -1.580
C 4.340 0.083 8.526
H 12.279 3.921 -0.099
C 4.971 4.949 -3.719
S -6.336 0.926 4.104
N 6.716 -1.320 -7.849
C 6.510 -1.428 -10.380
C -2.559 6.702 4.497
O 0.763 -0.447 -10.794
H 6.989 1.382 8.925
C -8.949 -1.158 -0.669
S 3.514 7.343 -1.698
S -3.302 -3.683 4.052
H 6.487 -0.453 6.497
H -0.032 -0.540 -15.409
H -9.226 -5.461 -0.781
C 0.327 -5.196 0.386
C 1.348 5.738 3.644
H 8.057 -2.192 -9.049
O -4.279 1.169 -2.586
O 1.982 -0.061 -8.740
N 0.472 -2.076 -8.982
C -3.856 -2.903 -6.192
N -4.302 2.830 -4.450
H 0.667 -1.355 1.810
C -5.736 8.233 5.875
H 2.726 -4.010 2.658
H -4.097 -4.595 7.224
N 2.250 6.398 -1.550
F -1.380 -5.752 5.376
H -7.379 -6.185 7.922
H 5.139 0.094 -8.106
F 6.142 1.510 -4.486
C 5.701 -2.489 -7.855
H 6.351 -3.279 -8.191
C -0.263 7.093 4.755
H 4.328 -1.796 -6.368
S -1.355 3.320 6.474
H 1.342 -0.418 -14.269
C -8.383 -4.765 -0.900
O 1.298 6.997 0.855
H -6.733 -2.301 0.922
H -3.094 -3.571 -5.773
O -1.219 -3.612 6.551
S 0.635 -2.935 -7.670
C -1.720 -0.633 -11.826
C 5.280 3.509 -1.361
H 2.582 -0.908 9.000
O 2.594 1.118 9.870
C -1.554 7.368 5.138
H 6.970 5.677 -3.263
H 5.643 -0.154 -6.438
S 1.330 3.946 7.052
H 11.808 5.402 0.796
H -2.004 -1.181 4.663
C -6.144 -3.049 6.909
H -1.183 -5.087 1.968
H -10.221 -3.178 -1.369
F -4.065 -2.513 -3.402
O 7.129 2.864 1.870
O -2.281 3.862 -5.594
H 9.684 -1.496 -7.831
O 4.728 6.842 -1.225
C 2.835 -5.220 0.870
H -3.978 -2.101 -5.511
N 0.002 3.094 7.158
H 2.288 5.651 -3.816
H 2.763 -2.789 -1.029
H -7.424 -1.794 8.233
C -4.936 -3.101 9.628
H 6.715 3.802 8.845
H 1.252 -6.128 2.126
C -2.449 -6.207 8.667
F -5.348 0.820 -4.704
C -1.141 2.200 -1.576
N -1.571 0.184 3.102
H -8.080 6.312 7.136
F -5.288 2.396 1.469
N 5.070 1.398 7.954
H -9.767 -1.850 -0.502
H -1.725 -5.826 9.344
H -6.228 -3.468 -0.359
O 2.179 3.709 8.128
C 4.985 -2.671 -6.481
H -4.087 -3.711 9.610
O -0.708 -3.219 -7.184
H 1.493 -1.647 -0.715
H 1.463 -7.041 0.628
O -3.766 2.196 -6.808
H -10.536 -4.529 -2.456
C -8.124 -3.963 0.376
C 2.910 -3.909 1.604
H 5.640 -0.801 -10.424
N 4.700 2.797 1.635
S 3.389 1.997 1.525
C -1.646 -1.878 -11.232
O -2.186 2.191 6.794
C -0.866 2.373 -2.959
H 0.961 -1.932 -15.234
C -7.077 -2.946 0.086
O 6.377 -0.809 -3.978
S 5.936 2.688 2.668
O -4.107 -4.805 4.487
O 2.848 1.571 2.772
C 7.734 -1.520 -6.689
O 3.533 7.986 -2.981
H 0.786 1.205 -5.373
H 7.705 -2.629 -6.493
H 0.232 1.070 3.350
H 11.031 0.554 -8.121
H 3.555 1.771 6.585
C -8.207 -4.749 -3.455
H -0.381 -4.814 -1.787
H -0.710 -3.769 -11.302
O -3.009 0.689 -4.707
H 5.209 4.681 8.987
O 1.653 -2.507 -6.778
N -0.242 -1.411 -13.483
H 1.458 2.236 11.058
H -8.917 -3.301 0.732
H 0.753 -3.089 -13.192
H -4.386 -7.328 7.580
H -1.888 -5.017 0.354
H -5.160 -5.548 6.271
C -6.113 -4.014 9.247
H 5.259 2.990 -0.431
H 2.979 -4.989 -0.199
C -2.316 5.887 3.401
C -0.308 0.160 -3.240
O 9.033 0.381 -7.394
F 2.624 -1.890 -10.032
H 10.855 0.736 -6.323
C 4.641 1.666 6.534
H -7.541 -5.431 -0.906
C 2.334 -2.182 -0.224
H 3.746 2.754 9.023
H -6.189 -3.451 5.912
C -2.757 -3.406 -9.674
H -1.095 3.368 -3.454
N -3.468 -2.552 -7.549
H -4.876 -2.223 8.995
C -4.532 5.805 5.499
H -3.076 -0.568 0.139
C 4.040 3.673 -2.002
C -0.527 0.867 2.677
H -2.432 -5.539 7.778
O 3.076 -1.171 -3.388
H -4.092 4.829 5.363
H 8.165 -0.498 -9.056
H -3.613 -4.505 -7.923
H -2.670 -4.239 -10.411
H 4.909 0.756 5.869
F 2.819 5.250 0.712
F 3.889 0.758 0.743
O -6.353 -0.293 4.825
H -8.372 -5.798 -3.237
C -4.983 -5.258 7.323
H -6.273 -0.305 -0.279
H -8.323 -4.762 7.925
O 7.226 0.946 -2.439
C -6.556 -0.778 -1.247
C 11.556 4.417 0.595
N -0.451 1.404 -3.747
C -2.375 -0.138 0.818
H -1.108 0.484 -13.617
C -0.453 1.195 1.300
S -4.096 -5.776 -2.533
H 5.050 2.568 6.190
C -1.061 0.880 -1.086
C 7.431 -1.300 -9.179
O 5.850 3.419 3.918
H 5.598 4.195 7.457
H -2.347 0.208 -11.532
H -7.064 -0.002 -1.917
H 2.362 -1.372 2.449
C -0.026 -2.513 -12.840
C -4.776 -6.489 8.184
H 3.833 -3.474 1.454
C 1.499 -6.046 1.071
H -2.430 -0.004 -9.334
F 5.753 1.162 3.137
H 5.653 -2.727 -5.643
O -3.702 -2.466 4.576
H 1.057 -2.589 3.022
C 9.149 -0.988 -7.064
C -3.337 -3.597 -8.420
H 6.933 2.053 7.250
H -8.191 7.880 6.394
O 2.459 2.580 0.578
H -2.408 0.611 4.888
C -3.175 -1.310 -7.900
C -0.828 -2.840 -11.784
C -10.030 -3.587 -2.340
C -2.476 -0.306 2.215
H -8.842 -0.296 0.025
C 9.490 5.565 -0.146
H 4.375 -0.637 7.742
H -0.423 -1.062 -1.566
H 0.181 -0.598 -3.825
H -3.458 -0.574 -7.161
C 7.097 -0.139 7.377
H -0.027 2.775 -5.333
N 3.926 4.395 -3.130
N -0.034 6.192 3.798
C 7.681 4.331 -1.101
C -1.727 -0.145 4.552
S 6.176 0.415 -3.257
S 1.665 5.994 -0.131
H 10.260 1.999 -7.461
H -6.151 5.032 6.542
O -5.238 -6.561 -2.191
H 7.043 -0.943 8.179
C 4.829 2.609 8.929
F 3.770 0.333 -5.009
C -7.371 -2.211 7.169
C 2.847 0.161 8.821
H -7.018 -3.515 9.550
H -10.307 -2.998 -3.213
H 5.246 2.234 9.826
F -0.880 3.136 4.880
N -4.426 -4.355 -1.855
H -5.622 -1.202 -1.689
C -1.058 -0.418 -12.997
H 2.708 4.186 -4.892
H -3.094 5.337 2.868
H 9.879 -1.110 -6.208
S 3.455 0.167 -3.464
O -3.821 -6.188 9.218
N 10.173 4.406 0.057
H 2.265 0.443 7.909
O -7.204 -2.498 -3.216
F -6.921 0.625 2.666
H 11.591 3.908 1.559
C -5.681 5.924 6.245
H 0.608 7.580 5.202
O -3.670 -2.215 -1.092
H 7.016 -1.273 -11.316
C 6.169 4.993 -3.000
H 1.715 6.043 2.677
H -7.909 -4.550 1.247
H 10.150 2.308 -0.009
O -2.076 -3.533 -2.528
C 9.616 3.183 -0.216
C -7.637 7.252 7.094
H 3.691 -5.825 1.208
H 0.731 0.532 10.809
H -0.591 4.868 2.427
H -5.699 -6.860 8.643
C 6.030 -0.081 -7.484
C 0.340 -5.363 -1.171
C -0.119 1.695 -5.142
F 2.141 3.296 5.923
O -2.782 -6.255 -2.289
H -8.330 -2.807 6.880
S 1.367 -1.017 -9.603
H -5.041 -2.758 10.650
H -8.745 -4.398 -4.328
H 9.943 6.535 0.083
O -0.254 -3.031 0.170
S -3.559 3.249 -5.813
H 4.812 5.465 -4.692
H 8.080 -0.014 7.041
H -9.122 -0.647 -1.602
N -6.205 -4.370 7.751
C -7.552 -1.867 -0.979
O 1.093 5.311 6.625
H -4.682 -3.572 -6.201
O 0.427 -4.135 4.853
O -3.207 2.797 2.671
H -0.775 -0.016 4.973
C -2.608 -1.019 -9.081
H 0.694 1.780 9.539
S -3.408 -3.178 -2.134
C 6.590 1.186 7.829
N -4.822 1.341 3.811
C 1.455 -1.971 2.175
S -4.066 1.354 -4.004
H 1.849 4.025 -3.246
C -7.443 -5.160 7.498
C -0.637 -0.098 -1.974
H -3.263 -0.853 2.734
H 0.345 1.826 0.992
N 0.622 -3.691 0.570
C 10.424 0.932 -7.325
C -1.294 0.634 0.309
C 0.576 -1.073 -14.658
C -4.491 8.194 5.221
H 1.961 6.077 4.397
H 4.278 -3.480 -6.548
H -7.316 -1.373 6.492
H 7.687 6.494 -0.835
O -7.174 1.982 4.500
H 6.803 0.740 -7.644
H 4.941 -2.220 -8.605
C -2.350 -2.114 -9.999
O 2.600 1.294 -3.163
H 3.107 -1.474 0.131
N -6.281 7.093 6.436
H -1.395 3.066 -0.999
N 4.812 0.669 -2.681
S -4.593 2.662 2.917
N -1.784 -3.854 3.983
C 1.911 -2.922 1.023
S -0.932 -4.234 5.290
H 7.307 -1.172 -5.758
H -1.170 -6.547 0.962
H -7.590 7.542 8.137
C 6.314 4.304 -1.822
H -2.182 -7.199 8.337
H 6.089 -2.419 -10.397
H -7.593 -5.265 6.422
F -3.517 -3.602 2.431
```

## Properties
lowest unoccupied orbital energy: -7.52 eV
net charge: +4

(2)
The following is a DFT calculation (ωB97M-V/def2-TZVPD) of one molecule with the formula C4H4N2S2 at a distorted geometry.

Structure (XYZ):
```
12
Properties=species:S:1:pos:R:3
S 2.827 -2.784 0.223
H -1.594 1.840 1.619
N 1.011 -0.968 -0.566
N -0.241 0.458 0.814
H -2.577 2.170 -0.820
S -0.946 0.553 -1.671
C -1.260 1.345 0.725
H 1.546 -1.164 1.488
H 1.178 -1.328 -1.494
C -1.773 1.532 -0.515
C 0.049 -0.047 -0.334
C 1.780 -1.607 0.532
```

## Properties
lowest unoccupied orbital energy: -0.23 eV
SMILES: S=CNc1nccs1
ΔE to the lowest compared entry with this formula, charge and spin: 0.556 eV

(3)
The following is a DFT calculation (ωB97M-V/def2-TZVPD) of C15H19Cl3MoN4OSe as an isolated structure.

Structure (XYZ):
```
44
Properties=species:S:1:pos:R:3
C -3.480 -0.718 -0.275
C 1.310 -1.632 1.987
H 1.094 3.727 -3.060
C 0.605 -1.749 4.274
N -0.246 -2.412 -1.221
H -0.319 5.320 -1.566
C -0.289 -3.477 -1.789
N -2.340 -0.631 -0.295
C -1.112 4.576 -1.610
C 2.298 -1.843 0.877
C 2.614 0.473 0.240
C -0.940 -0.952 2.620
O -0.095 1.170 -1.024
N 2.047 -0.831 -0.191
H 2.341 -2.212 -1.766
H 2.557 -2.326 3.588
H 2.158 -2.832 0.435
C 0.039 -1.135 1.631
C 1.585 -1.941 3.306
H -1.212 2.573 -0.030
C 2.711 -1.240 -1.452
H -0.412 3.316 -3.900
Cl -5.535 -0.724 -1.882
H 2.431 1.221 -0.527
Cl -5.323 -2.394 0.495
H 2.157 0.788 1.177
H 2.501 -0.504 -2.227
Se -0.346 -4.977 -2.571
C -4.946 -0.837 -0.226
H -1.774 4.804 -2.442
C 0.232 3.061 -3.060
H -1.398 -1.108 4.706
Cl -5.542 0.497 0.763
C -0.635 2.323 -0.920
H -1.677 4.591 -0.682
H -1.924 -0.577 2.365
H 0.557 2.031 -3.146
C -0.650 -1.252 3.938
H 3.691 0.373 0.387
N -0.519 3.250 -1.817
H 3.791 -1.294 -1.304
H 3.333 -1.773 1.221
H 0.825 -1.988 5.307
Mo -0.163 -0.735 -0.335
```

## Properties
lowest unoccupied orbital energy (alpha / beta): -7.68 / -7.31 eV
net charge: +2
ΔE to the lowest compared entry with this formula, charge and spin: 0.000 eV
spin multiplicity: 3